DFT (ωB97M-V/def2-TZVPD) results for C29H57NO2P2Pd as an isolated structure in a non-equilibrium geometry.

Last column: Löwdin spin population.
Atoms and positions in Å:
H  -1.721  0.275  -3.304  0.002
H  0.416  4.833  4.428  0.000
H  2.025  -1.713  -3.378  0.000
H  2.040  2.682  -1.063  0.000
C  0.186  -0.363  1.946  0.425
H  5.012  1.995  -0.667  0.002
H  2.281  2.679  3.400  0.000
H  1.866  1.698  -4.692  0.001
C  -0.355  2.079  2.516  0.046
O  0.835  -3.216  -0.805  0.030
H  -3.642  -2.310  2.027  0.000
H  4.306  2.217  -2.287  0.001
H  0.214  2.392  1.637  0.002
C  -3.585  0.076  -0.200  0.058
H  -2.434  -3.605  2.065  0.000
H  -1.744  -3.324  -0.149  0.002
P  -2.255  -1.110  -0.719  0.363
C  3.894  -1.015  0.706  0.002
H  3.119  -2.633  -1.463  0.002
H  -0.779  -0.275  -4.686  0.000
H  -2.988  -0.406  -4.347  0.000
H  -2.275  -2.807  -4.097  0.000
C  0.334  -1.902  3.816  0.303
H  4.869  -2.463  -1.331  0.002
C  -2.631  -2.727  0.116  0.056
H  -3.833  -0.242  1.956  0.000
H  -3.765  -1.815  -2.444  0.015
C  -0.385  -1.017  4.620  0.119
H  -0.447  2.641  4.518  0.000
H  -1.295  0.942  4.744  0.001
C  0.532  -2.116  -0.630  0.134
H  -4.036  1.430  1.400  0.001
H  4.796  -1.617  0.886  0.000
H  -0.953  4.567  3.297  0.000
C  -0.301  0.610  2.819  0.334
H  2.129  1.420  1.352  0.007
C  -2.730  -1.452  -2.480  0.061
Pd  0.038  -0.243  -0.318  0.927
H  -1.386  2.444  2.397  0.015
H  4.658  -0.018  -1.031  0.018
C  -3.448  0.510  1.254  0.013
H  3.958  -0.132  1.346  0.000
H  3.499  0.350  -3.253  0.014
H  -3.866  -3.606  -1.487  0.001
H  1.135  -2.305  1.851  0.005
C  2.797  2.151  0.872  0.009
H  -3.377  0.955  -0.830  0.000
C  3.812  -0.676  -0.778  0.073
C  2.427  0.451  -3.026  0.058
P  2.285  0.313  -1.186  0.348
H  -1.847  -3.474  -2.512  0.000
H  3.802  2.038  1.314  0.000
H  1.768  -0.648  -4.763  0.000
H  -4.804  -3.013  -0.098  0.000
H  0.733  4.604  2.672  0.000
C  4.184  2.455  -1.225  0.028
H  4.030  -1.730  -2.692  0.000
C  -1.870  -2.551  -3.105  0.003
C  3.951  -1.939  -1.623  0.005
N  0.182  2.846  3.729  0.008
C  -3.863  -3.482  -0.402  0.029
H  4.273  3.546  -1.115  0.005
C  2.819  2.017  -0.652  0.052
H  -0.261  0.259  -4.738  0.000
C  1.695  -0.716  -3.671  0.012
H  0.637  -0.663  -3.398  0.006
H  -2.406  0.727  1.531  0.007
H  0.692  -2.859  4.220  0.011
C  0.094  4.323  3.513  0.001
H  -5.157  -0.764  -1.511  0.001
O  -0.938  2.542  -1.270  0.045
H  -5.672  0.494  -0.398  0.007
H  1.784  3.032  5.084  0.000
C  0.605  -1.579  2.474  0.095
H  -0.644  -1.276  5.644  0.003
H  -5.370  -1.132  0.221  0.000
H  2.444  3.159  1.147  0.000
H  -3.409  0.597  -2.941  0.000
H  -3.843  -4.490  0.032  0.006
H  2.595  2.613  -3.361  0.000
H  -0.838  -2.216  -3.260  0.001
C  -2.721  -0.173  -3.307  0.004
H  -1.897  -1.925  2.024  0.002
C  -0.571  1.496  -0.961  0.125
C  -2.658  -2.615  1.639  0.000
H  1.569  1.387  4.429  0.003
C  1.924  1.782  -3.598  0.003
H  0.920  2.029  -3.226  0.002
C  1.552  2.453  4.180  0.005
H  3.031  -1.606  1.036  0.000
C  -0.737  0.233  4.116  0.048
C  -5.016  -0.381  -0.496  0.031

For the HOMO energy (spin up / spin down), the calculation gives -18.611 / -21.142 eV. As for the LUMO energy (spin up / spin down): -12.30 / -16.38 eV. The multiplicity is 5. For the max |F|, the calculation gives 6.533 eV Å⁻¹. As for the charge: +4. The calculation puts the orbital gap (spin up / spin down) at 0.232 / 0.175 Ha.


DFT (ωB97M-V/def2-TZVPD) results for a 3-piece molecular cluster, C4H16NO3 overall in a non-equilibrium geometry.

Last column: Mulliken charge in e.
Atoms and positions in Å:
C  -0.072  0.429  -1.284  -0.412
N  2.110  -0.064  0.935  -0.165
O  -0.860  -2.591  2.462  -0.625
H  -0.041  -1.708  -1.334  0.251
C  0.647  -0.469  1.016  -0.642
H  0.320  -0.320  2.033  0.257
H  -1.490  -3.115  1.950  0.325
H  0.010  1.537  0.600  0.336
H  -1.327  -2.353  3.274  0.304
H  -1.252  0.286  0.387  0.451
C  -0.198  0.525  0.258  -0.756
H  -0.169  3.382  -1.655  0.296
H  0.937  0.665  -1.640  0.375
O  -0.015  3.525  -0.714  -0.588
H  2.292  0.701  0.280  0.348
H  -2.625  -0.866  -1.872  0.317
H  -0.060  4.471  -0.537  0.296
H  0.534  -1.552  0.968  0.475
O  -1.920  -1.146  -1.282  -0.528
H  -0.592  -0.987  -2.881  0.406
H  -0.651  1.231  -1.743  0.244
C  -0.615  -0.910  -1.795  -0.687
H  2.375  0.211  1.877  0.372
H  2.662  -0.883  0.695  0.350

For the HOMO energy, the calculation gives -13.605 eV. As for the LUMO energy: -3.33 eV. For the max |F|, the calculation gives 2.111 eV Å⁻¹. As for the charge: +1. The calculation puts the orbital gap at 0.378 Ha.


DFT (ωB97M-V/def2-TZVPD) results for a 7-piece molecular cluster, C36H69F2NO15S overall in a non-equilibrium geometry.

Last column: Mulliken charge in e.
Atoms and positions in Å:
H  -0.719  4.287  -3.135  1.006
C  4.183  2.630  -5.666  -2.005
H  9.154  2.746  -1.255  0.374
C  0.540  8.112  2.222  -0.946
H  3.593  2.249  -6.495  0.423
C  6.655  2.410  -2.126  0.657
C  8.463  4.773  -0.859  -0.979
H  -6.944  -6.125  -0.053  0.375
C  7.444  2.834  -3.344  -0.979
H  3.239  0.341  -5.000  0.299
H  -0.350  1.303  -5.867  0.771
C  1.355  0.297  -2.498  1.413
H  1.283  -0.980  -4.239  0.557
C  -0.862  -4.840  0.064  -0.463
C  0.026  -1.844  -2.764  -1.902
C  3.517  2.262  -4.352  1.890
H  7.055  3.787  -3.702  0.231
H  -2.107  -4.937  1.811  0.269
C  -1.457  -5.589  1.237  -0.900
O  -5.068  -5.513  0.613  -0.378
C  -0.606  0.120  -4.126  -1.678
H  8.239  5.047  -1.890  0.271
C  1.265  7.682  0.966  0.751
C  -6.487  -7.748  8.562  -0.962
H  -1.742  8.308  0.679  0.348
C  -5.241  -4.850  7.542  -1.187
H  -7.422  -8.108  8.131  0.303
H  -4.437  -7.406  7.913  0.360
C  2.859  0.374  -2.804  -1.317
C  1.607  2.164  0.643  0.678
C  8.408  3.272  -0.657  -0.429
H  -0.989  -0.550  -4.895  0.547
H  4.091  4.077  -3.438  0.661
O  2.410  7.981  0.773  -0.576
H  -6.677  -6.749  8.955  0.270
H  8.623  3.036  0.384  0.311
H  -1.425  0.235  -3.428  0.425
H  -7.250  -4.053  1.409  0.249
H  1.429  -5.810  0.585  0.389
H  -7.838  -3.784  -0.238  0.374
O  1.734  2.381  -0.532  -0.454
C  2.322  0.852  2.574  -0.494
C  -6.951  -3.988  0.363  -0.960
C  -1.267  2.782  -1.826  -0.239
S  -1.095  3.770  -5.505  1.129
H  -6.211  -8.398  9.392  0.359
H  2.861  -4.865  0.928  0.355
H  3.396  0.857  -2.001  0.420
H  -7.184  -6.505  1.924  0.360
O  1.678  -2.608  1.042  -0.573
H  7.302  2.081  -4.116  0.277
H  1.701  -5.191  2.228  0.264
H  -6.160  -4.485  7.997  0.285
H  -0.221  -5.472  -0.553  0.391
H  1.281  -0.177  -1.523  0.859
H  1.255  8.111  3.042  0.305
C  1.117  0.060  3.031  -0.661
O  5.608  1.839  -2.228  -0.453
H  3.202  -0.661  -2.837  0.448
H  0.937  3.012  2.549  0.502
C  -1.805  7.476  -0.024  -1.282
H  0.639  -2.133  -1.916  0.279
H  0.666  3.998  1.128  -0.113
H  0.501  3.080  -2.976  -0.506
C  -6.278  -5.263  -0.103  -0.425
H  -0.805  5.653  -0.508  -0.114
O  -5.775  -5.077  5.244  -0.543
O  -2.002  4.794  -5.154  -0.570
H  -4.628  -4.000  7.252  0.324
H  -1.663  -4.485  -0.583  0.336
H  -0.789  5.992  1.204  0.297
H  0.817  1.690  -4.650  0.276
C  -5.588  -5.627  6.294  0.838
H  9.452  5.156  -0.608  0.364
O  -1.254  3.213  -6.793  -0.600
N  -1.093  2.584  -4.343  -0.266
C  0.589  -0.595  -3.495  1.024
C  3.246  3.391  -3.409  -1.489
H  -0.277  7.455  2.510  0.342
H  1.030  -0.854  2.444  -0.052
O  0.589  7.016  0.015  -0.325
H  -5.243  -8.745  7.132  0.324
H  5.134  2.107  -5.700  0.367
H  7.724  5.265  -0.228  0.300
H  4.358  3.695  -5.764  0.373
C  3.206  0.990  -4.132  -0.761
H  0.008  -2.702  -3.432  0.422
H  -6.464  -5.562  3.249  0.220
H  -0.680  -5.948  1.916  0.244
H  0.161  9.123  2.082  0.264
H  3.063  3.068  -2.393  0.013
H  1.204  -0.203  4.086  0.423
H  0.191  0.621  2.892  0.265
H  -6.202  -7.304  3.130  0.302
H  -0.343  2.565  1.398  0.269
C  -5.027  -6.152  1.801  0.848
H  -0.973  -1.607  -2.411  0.413
C  -5.396  -7.737  7.512  -0.435
C  -0.233  1.446  -4.802  -0.673
O  2.257  1.127  1.174  -0.347
O  -1.738  3.592  -1.047  -0.592
C  -0.570  3.218  -3.099  0.611
O  -0.159  -3.659  0.477  -0.347
H  2.377  3.951  -3.758  0.238
C  -6.308  -6.385  2.560  -1.009
O  -5.766  -6.956  6.372  -0.353
H  -4.673  -5.417  8.275  0.361
C  1.805  -4.972  1.167  -1.228
H  -6.265  -3.146  0.274  0.291
H  -2.787  7.014  0.076  0.376
O  7.101  2.753  -0.901  -0.361
H  8.515  2.919  -3.175  0.376
O  -3.956  -6.454  2.250  -0.542
C  -0.714  6.454  0.218  0.291
C  0.662  2.975  1.498  -0.893
H  3.225  0.260  2.711  0.363
C  1.121  -3.659  0.869  0.947
F  -1.334  1.480  -1.522  -0.140
H  0.930  1.276  -2.377  -1.851
H  2.463  1.770  3.149  0.404
F  0.357  4.344  -5.381  -0.200
H  -1.713  7.895  -1.026  0.327
H  -2.033  -6.439  0.894  0.349
H  -5.981  -5.159  -1.146  0.336

For the HOMO energy, the calculation gives -7.866 eV. As for the LUMO energy: 0.61 eV. Its SMILES is CC(C)=CCC[C@@H](C)CCN(CC(=O)F)S(=O)(=O)F.CCOC(C)=O.CCOC(C)=O.CCOC(C)=O.CCOC(C)=O.CCOC(C)=O.CCOC(C)=O. For the max |F|, the calculation gives 3.065 eV Å⁻¹. As for the charge: 0. The calculation puts the orbital gap at 0.311 Ha.